{
  "formula": "C3H8",
  "method": "ωB97M-V with the def2-TZVPD basis set",
  "de_lowest_ev": 1.6491,
  "smiles": "C=C.C",
  "charge": 0,
  "energy_ha": -119.034866,
  "symbols": ["C", "C", "H", "H", "H", "H", "C", "H", "H", "H", "H"],
  "positions_angstrom": [[-4.673, -0.468, -0.065], [-5.665, -1.335, 0.108], [-4.239, 0.031, 0.864], [-3.996, -0.486, -0.963], [-6.050, -1.329, 1.167], [-6.131, -2.167, -0.521], [6.132, 1.134, -0.093], [6.077, 0.902, -1.126], [7.108, 0.655, 0.258], [5.215, 0.800, 0.324], [6.221, 2.264, 0.047]],
  "forces_ev_per_angstrom": [[1.9, -0.7, 0.0], [-1.0, -0.9, 1.6], [-0.9, -0.3, -1.6], [-1.0, 0.4, 0.8], [0.0, -0.2, -1.3], [1.0, 1.7, 0.4], [2.2, 1.5, 0.5], [0.0, 0.1, -1.2], [-1.7, 0.5, 0.0], [-0.4, -0.5, 0.9], [-0.1, -1.5, -0.2]],
  "nbo_charge": [-0.405, -0.394, 0.203, 0.197, 0.187, 0.212, -0.851, 0.209, 0.216, 0.214, 0.212]
}